Entry from the Open Molecules 2025 dataset: a cluster of 16 separate species, C22H76N6O16 in total in a non-equilibrium geometry (the ωB97M-V functional and the def2-TZVPD basis).

Relative energy (zero: lowest compared OMol25 entry of this formula, charge and spin) ... 0.0 kJ/mol
Kohn-Sham gap ... 8.95 eV
Lowest unoccupied orbital energy ... 0.22 eV

Cartesian coordinates (Å):
C: 3.6734 2.6413 3.0980
C: 3.0863 2.0984 1.7861
O: 3.6693 0.8519 1.5424
H: 3.3410 2.1735 4.0437
H: 3.5254 3.6860 3.1580
H: 4.7386 2.5455 2.9969
H: 3.5340 2.7782 0.9732
H: 1.9956 2.1524 1.7374
H: 3.2172 0.4711 0.8040
C: 0.7332 5.1366 0.8980
C: 2.0756 5.6828 1.2632
O: 2.5745 6.0650 -0.0090
H: 0.1743 4.8649 1.7623
H: 0.7235 4.2665 0.2222
H: 0.0920 5.8705 0.3771
H: 2.6314 4.9023 1.7920
H: 2.0443 6.5961 1.8427
H: 3.4481 6.3965 0.2344
C: 3.0467 -1.1829 -3.0634
C: 4.3251 -1.5963 -2.2761
O: 4.3986 -0.7186 -1.1343
H: 3.0247 -0.0802 -3.3306
H: 2.1642 -1.3375 -2.4193
H: 2.9071 -1.7733 -4.0021
H: 5.2386 -1.5939 -2.8680
H: 4.2265 -2.5876 -1.7952
H: 4.8525 -1.1250 -0.3751
C: -3.2058 -5.3176 2.6867
C: -1.7941 -4.8993 3.0629
O: -1.5470 -3.5514 2.6572
H: -3.4310 -6.3796 2.7722
H: -3.3701 -5.0932 1.6052
H: -3.9389 -4.7734 3.2373
H: -1.0857 -5.5641 2.6286
H: -1.6871 -4.9625 4.1427
H: -0.7447 -3.1661 3.0689
C: 0.7250 0.7200 -0.8438
C: -0.1887 -0.4399 -0.3776
O: -0.0878 -0.4654 1.0445
H: 0.4594 0.9549 -1.8859
H: 1.8012 0.4501 -0.8026
H: 0.5572 1.6152 -0.2477
H: 0.1664 -1.3999 -0.7785
H: -1.2152 -0.2043 -0.7335
H: -0.9043 -0.8000 1.4169
C: -2.5728 3.7116 -2.8768
C: -1.9849 2.3954 -2.5541
O: -2.6367 1.7415 -1.5116
H: -2.2853 3.9731 -3.9208
H: -2.2928 4.4031 -2.1375
H: -3.6101 3.7002 -2.8824
H: -0.9102 2.5309 -2.4419
H: -2.3120 1.8183 -3.4523
H: -2.2575 2.1323 -0.7502
C: -3.3953 -1.2059 1.2851
O: -3.1148 -0.8513 2.6313
N: -3.3623 -2.4754 0.9222
N: -3.5714 -0.3268 0.3204
H: -2.9731 -3.0622 1.6208
H: -3.7113 -2.8868 0.0556
H: -3.3354 0.5829 0.5227
H: -3.5119 -0.6400 -0.6991
C: 1.1599 -1.5596 4.0864
O: 0.4923 -2.5704 3.6680
N: 1.4850 -0.5393 3.2639
N: 1.5303 -1.2963 5.3314
H: 1.1419 -0.6410 2.3614
H: 2.0617 0.2420 3.4586
H: 1.0851 -1.8719 6.1060
H: 1.7825 -0.3793 5.7031
C: -4.0485 -2.2359 -2.3197
O: -3.2851 -3.3741 -2.6727
N: -5.1883 -2.2720 -1.7020
N: -3.5134 -1.0546 -2.3324
H: -5.7362 -3.0836 -1.6870
H: -5.5118 -1.3720 -1.3050
H: -2.6323 -0.9652 -2.8395
H: -4.0641 -0.1420 -2.4093
C: -0.9134 -4.1036 -0.6717
O: -1.1143 -4.7226 -1.9524
H: 0.1251 -4.0261 -0.4045
H: -1.5109 -4.5196 0.1116
H: -1.3445 -3.1474 -0.7573
H: -1.8183 -4.1668 -2.3714
C: 1.0666 0.4834 -5.6803
O: 0.5951 1.2397 -4.6125
H: 1.9437 -0.0491 -5.3260
H: 1.3609 1.0794 -6.4700
H: 0.2862 -0.2474 -5.9643
H: 1.2121 1.9962 -4.6481
C: -1.4398 2.5183 1.7883
O: -1.3922 3.0857 0.4753
H: -2.2744 1.8069 1.8452
H: -1.5994 3.3311 2.5839
H: -0.4973 2.0546 2.0456
H: -1.1032 4.0024 0.5234
C: -0.6689 -2.0029 -3.8752
O: -1.1114 -0.6747 -3.6114
H: -0.0548 -2.1326 -4.8096
H: -1.6015 -2.6159 -4.0263
H: -0.0717 -2.3691 -3.0935
H: -0.4001 -0.0309 -3.8020
C: 2.6268 -2.2997 0.7203
O: 1.9491 -3.3579 1.4549
H: 2.0583 -1.8431 -0.0495
H: 3.3927 -2.7888 0.1387
H: 3.0662 -1.5597 1.3423
H: 1.4585 -2.9884 2.1716
C: -1.3514 0.9091 4.7548
O: -2.1936 -0.2340 4.8749
H: -0.5133 0.6438 5.3820
H: -1.8201 1.9120 5.0535
H: -1.0108 0.9124 3.7479
H: -2.5934 -0.3744 3.9939
C: 3.0510 2.7122 -2.1626
O: 2.3893 3.6310 -1.3869
H: 3.5674 2.0005 -1.5356
H: 3.8276 3.2479 -2.6775
H: 2.4301 2.2666 -2.9401
H: 3.1002 4.0874 -0.9344

Forces on the atoms, in the same order (eV/Å):
-0.28 -1.01 -0.27
1.75 2.04 -0.52
-0.11 -0.51 0.91
0.04 0.04 -0.58
-0.52 1.16 0.26
0.61 -0.36 0.22
-1.10 -0.41 0.93
-0.02 -0.34 -0.03
-0.30 -0.59 -0.93
-1.53 0.07 -0.46
-1.16 -0.23 -0.94
1.93 -0.03 0.39
-0.40 -0.33 1.06
0.88 0.29 0.33
0.53 0.15 0.17
0.38 0.21 -0.28
-0.35 -0.01 0.69
0.15 0.31 -0.79
0.19 0.27 -0.15
-1.14 -0.17 1.13
0.32 0.65 0.00
0.40 -1.24 0.34
0.33 -0.07 -0.27
0.23 0.37 0.77
0.04 0.28 -0.10
-0.19 0.00 -1.00
-0.16 0.02 -0.70
0.24 0.13 -1.63
-0.36 0.79 0.66
-0.89 -0.94 -0.41
0.37 -0.08 0.30
0.07 -0.16 0.63
-0.55 0.49 0.48
0.74 -0.61 -0.53
0.08 -0.10 0.30
-0.53 -0.32 -0.03
-0.08 -0.81 -0.42
0.60 1.13 -0.33
-0.22 0.09 -0.35
0.37 -0.04 0.25
-0.56 0.09 -0.04
-0.10 -0.02 0.04
-0.34 0.21 -0.10
0.58 -0.43 0.38
-0.41 -0.33 0.41
1.02 0.60 -1.27
-1.27 -0.92 -2.55
-0.47 -0.97 -0.46
0.19 0.33 0.87
0.57 1.53 0.64
-2.13 -0.35 0.05
0.11 -0.65 0.06
1.30 -0.25 0.44
0.49 0.74 1.90
1.77 0.71 5.85
-1.51 -1.39 -7.36
-0.87 -0.47 -0.18
-1.04 -1.08 -1.98
0.51 -0.76 0.76
0.38 0.63 0.45
0.24 2.25 0.41
0.39 0.69 2.06
-1.68 0.36 -1.83
2.75 2.39 1.86
-0.04 -1.13 0.55
-0.70 -1.87 4.71
-0.62 0.13 -2.08
0.48 0.23 0.48
0.89 0.78 -1.75
-0.14 -0.44 -0.98
4.66 -6.81 -1.57
-4.69 5.56 1.44
-2.09 1.20 1.02
1.07 4.33 -1.89
-0.76 -1.03 0.17
-0.16 -1.32 -0.34
0.29 0.21 0.16
0.77 -1.94 0.15
-0.45 -0.37 -1.32
-0.04 0.34 0.18
0.44 -0.20 0.17
-0.05 -1.01 0.63
-0.12 1.78 0.07
0.59 -0.85 0.38
-0.38 -2.75 0.81
0.34 1.87 0.39
0.22 -0.50 -0.29
0.32 1.21 -1.98
0.46 0.46 -0.09
-0.86 -0.17 0.84
-0.38 1.61 1.10
-0.29 -0.10 0.19
0.41 0.12 0.08
-0.06 -1.08 -1.12
0.16 -0.42 -0.16
-0.12 -0.24 0.00
-1.09 -0.51 -2.15
0.65 0.25 -0.51
-0.57 0.53 0.61
1.15 0.44 0.41
0.58 -0.71 1.30
-0.52 -0.17 0.32
-0.22 -2.34 0.38
1.45 0.60 -1.95
-1.21 0.59 -0.43
0.57 -0.36 0.16
0.37 0.57 0.75
-0.84 0.48 0.95
-1.13 -0.55 0.87
-0.03 0.96 0.48
0.51 0.66 0.39
0.50 -1.31 -0.31
0.50 0.56 -0.91
-0.03 -0.24 0.37
1.16 -0.32 -0.86
-1.16 0.60 0.68
-0.07 -0.95 -0.07
0.71 0.09 -0.76
-0.25 -0.21 0.50
-0.44 0.67 0.34